Record 1
{"formula": "C44H43N3O7PPbSSb", "method": "the ωB97M-V functional and the def2-TZVPD basis", "symbols": ["Pb", "C", "O", "C", "N", "C", "C", "C", "C", "C", "C", "C", "C", "C", "C", "C", "C", "N", "C", "N", "C", "C", "O", "C", "C", "C", "C", "C", "C", "H", "H", "H", "H", "H", "H", "H", "H", "H", "H", "H", "H", "H", "H", "H", "H", "H", "H", "H", "C", "P", "C", "C", "O", "H", "H", "H", "H", "H", "H", "H", "H", "H", "C", "C", "C", "C", "C", "C", "Sb", "C", "C", "C", "C", "C", "C", "C", "C", "C", "C", "C", "C", "H", "H", "H", "H", "H", "H", "H", "H", "H", "H", "H", "H", "H", "H", "H", "O", "S", "O", "O", "O"], "coordinates": [[1.065, -1.709, 0.700], [2.523, -0.814, 5.166], [1.845, -2.090, 5.112], [1.613, -2.350, 3.839], [2.028, -1.507, 2.969], [2.606, -0.365, 3.681], [4.012, 0.010, 3.271], [4.637, 1.046, 3.961], [5.945, 1.392, 3.667], [6.636, 0.708, 2.675], [6.004, -0.297, 1.963], [4.694, -0.650, 2.260], [0.764, -3.507, 3.496], [0.291, -4.391, 4.455], [-0.684, -5.302, 4.083], [-1.200, -5.257, 2.797], [-0.661, -4.338, 1.907], [0.335, -3.526, 2.237], [-1.294, -4.063, 0.607], [-0.946, -3.104, -0.167], [-1.993, -2.982, -1.202], [-2.812, -4.273, -0.998], [-2.372, -4.764, 0.282], [-1.505, -2.730, -2.613], [-2.068, -3.388, -3.702], [-1.674, -3.084, -4.997], [-0.714, -2.113, -5.227], [-0.154, -1.447, -4.148], [-0.547, -1.750, -2.853], [3.505, -0.960, 5.613], [1.933, -0.143, 5.788], [1.951, 0.491, 3.486], [4.096, 1.578, 4.735], [6.431, 2.187, 4.215], [7.667, 0.959, 2.468], [6.532, -0.816, 1.174], [4.199, -1.443, 1.713], [0.659, -4.344, 5.469], [-1.073, -6.009, 4.802], [-2.017, -5.894, 2.492], [-2.586, -2.108, -0.896], [-2.579, -5.042, -1.735], [-3.885, -4.110, -0.964], [-2.834, -4.138, -3.561], [-2.124, -3.612, -5.827], [-0.412, -1.872, -6.237], [0.591, -0.679, -4.310], [-0.099, -1.219, -2.023], [2.457, 1.618, -3.037], [3.180, 0.163, -2.222], [3.438, -1.145, -3.459], [4.830, 0.643, -1.653], [2.296, -0.289, -1.088], [2.811, 1.719, -4.062], [2.731, 2.505, -2.465], [1.370, 1.528, -3.030], [3.623, -0.729, -4.448], [2.561, -1.789, -3.493], [4.303, -1.739, -3.166], [5.364, 1.193, -2.428], [5.397, -0.251, -1.397], [4.730, 1.257, -0.759], [-3.608, 4.404, -4.401], [-3.223, 3.094, -4.643], [-2.662, 2.340, -3.620], [-2.476, 2.893, -2.359], [-2.861, 4.209, -2.119], [-3.431, 4.957, -3.140], [-1.640, 1.646, -0.785], [-3.540, 1.353, 0.124], [-3.690, 0.591, 1.438], [-5.065, 0.115, 1.746], [-6.116, 0.401, 0.959], [-5.923, 1.101, -0.253], [-4.670, 1.530, -0.656], [-0.512, 3.250, 0.138], [-0.343, 3.447, 1.499], [0.476, 4.483, 1.935], [1.125, 5.301, 1.024], [0.954, 5.094, -0.337], [0.141, 4.064, -0.783], [-4.046, 4.995, -5.194], [-3.358, 2.655, -5.622], [-2.379, 1.311, -3.798], [-2.719, 4.646, -1.138], [-3.741, 5.976, -2.946], [-3.412, 1.283, 2.266], [-5.172, -0.478, 2.645], [-7.108, 0.065, 1.229], [-6.780, 1.268, -0.894], [-4.566, 2.034, -1.609], [-0.812, 2.802, 2.221], [0.602, 4.645, 2.997], [1.768, 6.098, 1.372], [1.457, 5.730, -1.053], [0.002, 3.903, -1.846], [-1.490, -1.674, 3.292], [-1.561, -0.414, 2.633], [-2.809, -0.550, 1.590], [-0.381, -0.174, 1.746], [-1.853, 0.741, 3.424]], "forces_ev_per_angstrom": [[0.30, 0.35, -0.48], [0.14, 0.35, -0.09], [-0.25, -0.40, 0.20], [0.36, 0.56, -0.28], [-0.08, -0.34, 0.16], [0.09, 0.15, 0.20], [-0.08, -0.08, -0.10], [-0.01, -0.03, -0.06], [-0.01, -0.03, 0.04], [0.02, 0.04, -0.02], [0.01, -0.05, -0.08], [-0.08, 0.08, 0.08], [-0.20, -0.34, 0.17], [0.11, 0.04, -0.01], [0.00, -0.01, -0.05], [0.09, 0.03, -0.07], [-0.09, -0.32, 0.35], [-0.12, 0.05, 0.25], [0.02, 0.52, -0.60], [-0.04, -0.25, 0.23], [-0.22, -0.03, 0.02], [0.05, 0.12, -0.41], [-0.08, -0.20, 0.42], [-0.02, -0.03, 0.01], [-0.03, 0.01, 0.08], [-0.02, -0.02, -0.05], [-0.02, 0.01, -0.01], [0.01, 0.07, 0.12], [0.03, -0.08, 0.02], [-0.05, -0.07, -0.04], [-0.04, -0.10, 0.01], [0.00, -0.04, 0.12], [0.03, 0.03, 0.03], [0.00, 0.01, 0.02], [0.00, 0.02, -0.05], [0.04, -0.03, 0.03], [0.09, -0.05, -0.01], [0.02, 0.04, 0.00], [0.00, 0.00, 0.01], [0.00, -0.01, -0.02], [-0.02, -0.08, -0.06], [0.01, 0.03, 0.05], [0.01, -0.06, 0.08], [-0.01, -0.01, -0.01], [0.00, 0.00, -0.02], [0.01, -0.01, -0.01], [0.00, 0.03, -0.05], [0.05, 0.09, 0.02], [0.20, -0.28, 0.11], [0.12, 0.18, -0.13], [0.00, 0.30, 0.20], [-0.30, -0.09, -0.12], [0.03, -0.07, 0.04], [0.03, 0.08, -0.01], [-0.01, 0.03, -0.01], [0.00, -0.08, -0.04], [0.03, 0.01, -0.02], [-0.04, 0.01, -0.02], [-0.02, -0.05, 0.01], [0.03, 0.02, -0.01], [0.00, -0.02, 0.01], [-0.01, 0.07, -0.03], [0.02, -0.07, -0.02], [-0.02, 0.00, -0.04], [0.02, -0.08, 0.05], [0.32, -0.34, 0.45], [-0.04, -0.04, 0.02], [0.00, 0.09, 0.11], [0.56, 0.58, -0.80], [-0.24, -0.85, 0.79], [-0.09, -0.30, -0.33], [0.46, -0.03, 0.12], [-0.53, -0.01, 0.16], [0.08, -0.27, 0.32], [0.47, 0.51, -0.09], [-0.46, -0.42, -0.12], [0.18, 0.10, -0.06], [-0.05, -0.08, 0.10], [0.00, 0.03, 0.01], [0.08, -0.05, -0.05], [-0.03, -0.04, 0.01], [-0.01, 0.01, 0.00], [-0.01, 0.02, -0.01], [0.05, -0.10, -0.12], [0.00, 0.07, -0.03], [0.01, 0.02, -0.02], [-0.22, 0.25, -0.17], [0.00, -0.01, 0.02], [-0.01, 0.00, -0.02], [0.01, 0.07, -0.05], [-0.09, 0.01, 0.04], [-0.16, -0.15, 0.18], [0.01, 0.02, 0.00], [-0.03, 0.03, 0.01], [0.00, 0.02, -0.01], [0.03, 0.09, -0.04], [-0.24, -0.49, -0.02], [0.83, 0.48, -0.07], [-0.33, 0.56, -0.51], [-0.54, -0.05, -0.06], [-0.12, 0.39, 0.15]], "lowdin_charge": [1.54, -0.02, 0.07, -0.32, 0.02, -0.22, -0.19, -0.04, -0.06, -0.07, -0.08, -0.04, -0.18, 0.06, 0.02, 0.06, -0.17, 0.05, -0.32, 0.06, -0.22, -0.05, 0.05, -0.17, -0.03, -0.06, -0.07, -0.09, -0.06, 0.14, 0.14, 0.16, 0.12, 0.11, 0.11, 0.11, 0.09, 0.14, 0.13, 0.13, 0.15, 0.13, 0.14, 0.11, 0.11, 0.11, 0.09, 0.04, -0.16, 0.57, -0.15, -0.16, -0.59, 0.06, 0.05, 0.04, 0.06, 0.04, 0.06, 0.07, 0.05, 0.06, -0.06, -0.07, -0.15, -0.43, -0.13, -0.06, 1.60, -0.20, -0.33, 0.07, -0.02, 0.06, -0.08, -0.37, -0.11, -0.07, -0.07, -0.07, -0.16, 0.11, 0.11, 0.09, 0.11, 0.11, 0.17, 0.15, 0.13, 0.14, 0.10, 0.08, 0.11, 0.11, 0.11, 0.09, -0.23, 0.41, -0.22, -0.52, -0.26], "e_tot_ev": -97025.4890, "homo_ev": -13.05, "de_lowest_kcal_mol": 47.1, "charge": 2}

Record 2
{"formula": "C7H13NO", "method": "the ωB97M-V functional and the def2-TZVPD basis", "symbols": ["C", "C", "C", "C", "C", "C", "C", "N", "O", "H", "H", "H", "H", "H", "H", "H", "H", "H", "H", "H", "H", "H"], "coordinates": [[-0.891, 0.448, 1.235], [-1.313, 1.529, 0.691], [-0.477, -0.605, 1.771], [1.422, -3.441, -1.252], [-0.758, 2.055, -0.585], [-2.555, 2.249, 1.249], [2.338, -0.729, -0.976], [1.426, -1.362, -0.039], [1.185, -2.626, -0.193], [0.185, -0.487, 2.621], [-0.732, -1.493, 1.375], [2.107, -3.075, -1.976], [0.964, -4.376, -1.356], [-0.337, 3.099, -0.485], [-0.131, 1.275, -1.131], [-1.595, 2.052, -1.380], [-2.549, 3.211, 0.733], [-3.557, 1.620, 1.202], [-2.405, 2.403, 2.416], [1.900, -0.577, -1.996], [2.636, 0.310, -0.655], [3.139, -1.482, -1.267]], "forces_ev_per_angstrom": [[-0.80, 1.98, -0.91], [-1.59, 0.74, -0.15], [1.68, 0.66, 2.84], [1.06, 2.86, 0.93], [-0.42, -0.39, -2.43], [-0.33, -1.16, 2.31], [0.02, -1.06, -1.66], [1.23, 1.70, 0.48], [-1.01, -2.54, -1.68], [0.25, -0.54, -0.07], [-0.81, -3.25, -0.82], [0.23, 0.16, -0.61], [-0.68, -0.95, 0.74], [-0.18, -1.25, -0.40], [0.14, 1.30, 1.21], [0.75, 0.66, 1.31], [-0.83, 0.02, 0.29], [2.01, 1.48, -0.44], [-0.30, -0.03, -2.42], [-0.33, -0.09, 0.49], [-0.07, -1.56, 0.16], [-0.03, 1.25, 0.83]], "lowdin_charge": [-0.12, -0.39, 0.00, 0.04, -0.09, -0.08, -0.13, -0.06, -0.14, 0.08, 0.02, 0.03, 0.05, 0.09, 0.08, 0.10, 0.05, 0.11, 0.10, 0.08, 0.10, 0.08], "e_tot_ev": -10999.5077, "homo_ev": [-8.37, -8.46], "de_lowest_kcal_mol": 190.1}